# 1
Entry from OMol25: a structure of composition C20H27Cl3N5PSTi in a non-equilibrium geometry (ωB97M-V with the def2-TZVPD basis set).

The geometry in XYZ format:
```
58
C20H27Cl3N5PSTi (ωB97M-V with the def2-TZVPD basis set)
Ti 0.787 -0.221 0.772
N -0.732 3.721 2.283
C -0.031 2.723 1.697
S 0.484 1.383 2.678
N 0.185 2.860 0.402
N 0.951 1.788 -0.014
C 1.778 1.998 -0.957
C 2.883 1.032 -1.083
C 3.900 1.219 -1.996
C 5.035 0.425 -1.896
C 5.108 -0.495 -0.869
C 4.025 -0.635 -0.013
N 2.909 0.086 -0.121
H -0.762 3.767 3.286
H -0.850 4.576 1.764
H 1.778 2.942 -1.497
H 3.816 1.994 -2.746
H 5.856 0.547 -2.590
H 5.988 -1.103 -0.714
H 4.063 -1.345 0.799
C 1.851 -1.756 2.189
C 0.538 -1.619 2.686
C -0.357 -2.159 1.739
C 0.408 -2.663 0.668
C 1.761 -2.420 0.938
H 2.744 -1.486 2.730
H 0.275 -1.229 3.655
H -1.420 -2.269 1.870
H 0.034 -3.193 -0.191
H 2.577 -2.751 0.319
Cl 1.138 0.530 -4.521
C 0.688 -1.050 -3.895
Cl -0.830 -1.597 -4.557
Cl 1.963 -2.238 -4.134
C 0.539 -0.880 -2.424
N 0.435 -0.735 -1.296
C -2.047 1.403 -2.087
C -2.511 1.562 -0.644
P -1.990 0.217 0.493
C -3.133 -1.139 -0.058
C -2.645 -2.280 -0.943
C -2.894 0.768 1.990
C -2.806 -0.129 3.217
H -2.463 2.189 -2.717
H -2.363 0.446 -2.514
H -0.960 1.469 -2.165
H -3.603 1.586 -0.597
H -2.144 2.502 -0.231
H -3.953 -0.619 -0.561
H -3.561 -1.548 0.860
H -1.991 -1.946 -1.746
H -2.113 -3.039 -0.371
H -3.495 -2.775 -1.414
H -3.938 0.877 1.677
H -2.527 1.770 2.222
H -3.164 -1.142 3.022
H -3.427 0.270 4.020
H -1.783 -0.186 3.587
```

## Properties
Kohn-Sham gap (spin up / spin down) in eV: 6.82 / 7.37
<S²>: 0.7587
Multiplicity: 2
Net charge: +1
ΔE to the lowest compared entry with this formula, charge and spin in kJ/mol: 0.0



# 2
Entry from OMol25: a structure of composition C20H27ClIrNO2P in a non-equilibrium geometry (ωB97M-V with the def2-TZVPD basis set).

The geometry in XYZ format:
```
53
C20H27ClIrNO2P (ωB97M-V with the def2-TZVPD basis set)
C 1.936 -1.275 -4.251
C 0.972 -0.277 -4.152
C 0.440 0.103 -2.918
C 0.897 -0.550 -1.772
C 1.884 -1.546 -1.858
C 2.420 -1.890 -3.097
C -0.545 1.227 -2.846
C -1.874 0.974 -2.138
N -1.836 -0.099 -1.073
Ir 0.071 -0.150 0.092
C 2.313 -2.227 -0.596
P 0.821 -2.176 0.521
H 0.611 0.245 -5.034
H 3.193 -2.658 -3.137
H 2.315 -1.572 -5.229
H 3.116 -1.692 -0.066
H 2.622 -3.271 -0.733
H -0.097 2.095 -2.343
H -0.807 1.528 -3.861
H -2.207 1.898 -1.637
C 1.385 -2.709 2.157
C -0.083 -3.625 -0.095
H -2.659 0.670 -2.854
C -2.115 -1.417 -1.697
C -2.939 0.175 -0.104
H 1.211 -0.300 1.252
H -3.108 -1.384 -2.191
H -1.350 -1.651 -2.448
H -2.132 -2.188 -0.915
H -3.919 -0.045 -0.568
H -2.782 -0.456 0.778
H -2.894 1.230 0.197
H 0.534 -4.516 0.074
H -1.023 -3.726 0.461
H -0.288 -3.543 -1.168
H 1.845 -3.700 2.090
H 2.102 -1.980 2.545
H 0.506 -2.744 2.809
H -0.269 -0.713 1.556
Cl 0.903 3.567 6.655
C 0.540 3.357 4.997
C -0.106 4.384 4.281
C -0.403 4.196 2.927
C -0.073 2.999 2.263
C 0.581 2.002 2.993
C 0.886 2.164 4.351
C -0.443 2.881 0.798
O -1.102 3.803 0.324
O -0.017 1.847 0.087
H -0.372 5.312 4.785
H -0.902 4.985 2.372
H 0.855 1.068 2.504
H 1.386 1.374 4.909
```

## Properties
Kohn-Sham gap (spin up / spin down) in eV: 6.45 / 5.55
<S²>: 8.7839
Multiplicity: 6
Net charge: +2
ΔE to the lowest compared entry with this formula, charge and spin in kJ/mol: 0.0



# 3
Entry from OMol25: a structure of composition C20H27FN4O in a non-equilibrium geometry (ωB97M-V with the def2-TZVPD basis set).

The geometry in XYZ format:
```
53
C20H27FN4O (ωB97M-V with the def2-TZVPD basis set)
C -3.464 -3.343 -0.054
H -3.275 -3.532 -1.211
H -2.781 -4.011 0.360
H -4.503 -3.466 0.123
C -2.980 -2.120 0.040
N -1.695 -1.853 -0.170
C -0.600 -2.211 0.624
C 0.528 -1.786 -0.513
C -0.112 -1.292 -1.653
N -1.334 -1.347 -1.450
H 0.356 -0.799 -2.447
C 1.913 -1.818 -0.248
N 2.648 -0.779 -0.344
C 2.191 0.379 0.856
C 2.533 1.713 0.336
C 3.995 1.793 0.466
C 4.649 0.596 -0.554
C 4.036 -0.680 -0.168
H 4.586 -0.834 0.666
H 4.371 -1.304 -0.882
H 5.657 0.738 -0.646
H 4.213 1.086 -1.477
H 4.497 1.795 1.388
H 4.290 2.868 0.164
H 2.196 2.559 1.024
C 1.928 2.191 -0.845
N 0.432 1.731 -0.826
C -0.395 2.844 -0.142
O -0.165 3.638 0.616
C -1.823 2.187 -0.078
C -2.635 2.569 0.924
C -4.004 2.049 0.871
C -4.473 1.515 -0.110
C -3.773 1.127 -1.292
C -2.452 1.564 -1.269
H -1.791 1.675 -2.126
H -4.177 0.805 -2.308
F -5.800 1.106 0.148
H -4.613 2.284 1.879
H -2.315 3.075 1.922
H 0.197 0.936 -0.997
H 1.854 3.316 -0.727
H 2.164 1.587 -1.654
H 2.571 -0.116 1.822
H 0.981 0.261 0.848
H 2.365 -2.463 0.818
H 2.553 -2.648 -0.881
C -0.400 -2.749 1.887
H 0.512 -2.633 2.108
H -1.183 -1.843 2.560
H -1.010 -3.518 1.855
H -3.572 -1.156 -0.398
H -2.893 -1.687 1.166
```

## Properties
Kohn-Sham gap in eV: 8.23
Net charge: 0
ΔE to the lowest compared entry with this formula, charge and spin in kJ/mol: 1624.1



# 4
Entry from OMol25: a cluster of 5 separate species, C20H27FN7O4S in total in a non-equilibrium geometry (ωB97M-V with the def2-TZVPD basis set).

The geometry in XYZ format:
```
60
C20H27FN7O4S (ωB97M-V with the def2-TZVPD basis set)
C -2.799 0.408 -3.054
C -2.628 1.036 -1.802
N -2.132 1.612 -0.477
C -2.860 2.774 0.217
C -3.549 2.151 1.585
O -4.666 2.963 2.112
C -1.010 1.071 0.142
N -0.371 1.446 1.461
C 1.017 0.847 1.519
C 1.978 2.094 1.064
S 3.795 1.802 1.471
O 4.179 2.758 2.661
O 4.066 0.364 1.977
C 0.942 -0.515 0.596
C 2.224 -0.874 -0.360
C 3.320 -1.155 -1.221
C 0.667 -1.675 1.721
C 0.133 -3.108 1.130
O -0.519 -3.309 -0.018
F 0.362 -4.316 2.004
N -0.152 -0.105 -0.365
H -2.923 0.080 -4.183
H -3.687 3.216 -0.488
H -2.075 3.607 0.458
H -3.827 1.028 1.375
H -2.729 2.118 2.452
H -4.645 2.773 3.113
H -0.863 0.936 2.232
H 1.162 0.625 2.659
H 1.794 2.447 -0.056
H 1.648 3.027 1.733
H 4.543 2.188 0.347
H 4.037 -1.363 -2.152
H -0.026 -1.268 2.591
H 1.721 -1.895 2.236
H -0.916 -0.788 -0.566
C 5.336 -3.016 2.411
C 5.716 -3.175 0.947
N 6.031 -3.308 -0.266
H 5.562 -2.000 2.746
H 4.266 -3.204 2.541
H 5.899 -3.726 3.022
C -4.285 2.726 -5.921
C -4.201 3.474 -4.601
N -4.131 4.095 -3.506
H -3.516 1.949 -5.959
H -5.269 2.258 -6.022
H -4.133 3.419 -6.753
C 2.855 -3.356 -4.677
C 2.572 -1.864 -4.607
N 2.338 -0.627 -4.549
H 3.759 -3.591 -4.107
H 2.014 -3.915 -4.257
H 3.000 -3.660 -5.717
C -3.072 -1.434 4.169
C -3.355 0.058 4.239
N -3.589 1.296 4.296
H -2.168 -1.669 4.738
H -3.913 -1.993 4.589
H -2.926 -1.738 3.129
```

## Properties
Kohn-Sham gap in eV: 7.83
Net charge: +1